116
Properties=species:S:1:pos:R:3 method="wB97M-V/def2-TZVPD" e_homo_ev=-4.92 e_above_lowest_kcal_mol=0.0 orbital_gap_ev=1.9
O -13.93 -4.62 -0.78
N -13.33 -3.53 -0.66
O -13.92 -2.44 -0.85
C -11.94 -3.53 -0.32
C -11.24 -2.31 -0.25
C -9.86 -2.31 -0.06
C -9.17 -3.53 0.05
S -7.37 -3.51 0.33
C -6.65 -3.66 -1.24
Cl -5.19 -2.99 -1.63
O -7.08 -2.19 0.86
O -7.11 -4.67 1.15
C -9.87 -4.75 0.02
C -11.25 -4.74 -0.18
H -11.78 -1.37 -0.34
H -9.33 -1.37 0.05
H -7.07 -4.40 -1.91
H -9.36 -5.69 0.19
H -11.81 -5.67 -0.21
C 3.11 4.80 3.51
C 2.99 4.98 2.13
C 2.03 4.26 1.41
C 1.22 3.29 2.05
C 0.35 2.39 1.25
C -0.25 1.18 1.78
C -1.27 0.36 1.18
C -2.07 0.69 0.05
C -2.59 -0.35 -0.77
C -3.35 -0.06 -1.89
C -3.62 1.27 -2.24
C -3.16 2.31 -1.43
C -2.38 2.04 -0.30
Pd 1.57 0.79 0.37
P 3.07 -0.27 1.67
C 2.52 -0.28 3.40
C 3.11 0.57 4.35
C 2.60 0.60 5.64
C 1.50 -0.20 5.99
C 0.93 -1.06 5.05
C 1.45 -1.12 3.75
C 3.43 -1.99 1.29
C 4.05 -2.80 2.26
C 4.31 -4.14 1.97
C 3.92 -4.68 0.74
C 3.30 -3.88 -0.22
C 3.07 -2.53 0.04
C 4.59 0.70 1.63
C 5.77 0.18 2.20
C 6.92 0.97 2.20
C 6.91 2.24 1.62
C 5.74 2.75 1.05
C 4.58 1.98 1.07
P 1.78 0.68 -1.86
C 1.72 2.41 -2.41
C 2.86 3.02 -2.97
C 2.81 4.38 -3.28
C 1.63 5.11 -3.07
C 0.49 4.49 -2.54
C 0.54 3.13 -2.21
C 3.33 -0.03 -2.45
C 3.34 -1.04 -3.43
C 4.55 -1.61 -3.82
C 5.75 -1.18 -3.25
C 5.75 -0.16 -2.30
C 4.54 0.42 -1.91
C 0.44 -0.13 -2.78
C -0.15 0.49 -3.89
C -1.09 -0.20 -4.65
C -1.39 -1.54 -4.35
C -0.77 -2.16 -3.26
C 0.13 -1.46 -2.47
C 1.28 3.21 3.45
C 2.22 3.94 4.18
H 3.87 5.34 4.08
H 3.64 5.69 1.61
H 1.91 4.42 0.33
H -0.07 2.80 0.33
H 0.09 0.88 2.77
H -1.39 -0.63 1.62
H -2.36 -1.39 -0.51
H -3.71 -0.86 -2.52
H -4.16 1.47 -3.17
H -3.39 3.35 -1.69
H -2.06 2.83 0.38
H 3.94 1.21 4.07
H 3.06 1.25 6.39
H 1.09 -0.14 7.00
H 0.09 -1.70 5.32
H 1.01 -1.79 3.01
H 4.32 -2.38 3.23
H 4.80 -4.76 2.72
H 4.10 -5.74 0.53
H 3.00 -4.29 -1.18
H 2.60 -1.88 -0.70
H 5.77 -0.82 2.63
H 7.83 0.58 2.65
H 7.82 2.86 1.61
H 5.71 3.74 0.60
H 3.66 2.36 0.61
H 3.76 2.45 -3.16
H 3.69 4.87 -3.70
H 1.60 6.18 -3.31
H -0.43 5.04 -2.39
H -0.34 2.63 -1.79
H 2.40 -1.37 -3.88
H 4.55 -2.41 -4.57
H 6.70 -1.64 -3.56
H 6.68 0.20 -1.86
H 4.55 1.23 -1.18
H 0.12 1.51 -4.19
H -1.60 0.30 -5.48
H -2.11 -2.09 -4.96
H -1.01 -3.20 -3.03
H 0.60 -1.95 -1.61
H 0.58 2.55 3.96
H 2.24 3.85 5.27